No. 1
Molecular formula: C46H48Cl2CsN4O2Se2Te
Method: DFT, ωB97M-V with the def2-TZVPD basis set

Energy relative to the best compared isomer or geometry (same formula, charge and spin) (kcal per mole): 4.9
HOMO level (alpha / beta) (eV): -1.848 / -1.848
Frontier orbital gap (alpha / beta) (eV): 5.45 / 5.45

```
! RIJCOSX wB97M-V def2-TZVPD def2/J DEFGRID3
* xyz -2 2
H -1.92662 3.79814 -3.93878
C -0.34868 -1.23729 5.62785
C -5.74692 1.86074 -0.59149
O -2.29475 -3.02264 2.59789
H -10.07457 3.77765 -1.56596
H 2.37596 0.76360 -1.35275
H 8.20923 -1.29888 -2.68046
H -5.84055 4.91112 0.61883
C -2.43525 -1.05782 -1.68885
H -4.95223 3.61742 1.41131
H 5.82569 -4.14366 -0.44658
H -1.28439 -3.12828 8.26787
C -7.70900 3.27901 -0.56397
Cl -2.87491 -5.24460 8.01873
C -9.70004 2.87381 -2.04874
H -0.74310 2.82135 -5.76013
H 7.43183 0.95602 -2.13915
N -0.95912 -1.84011 4.64153
C 6.70778 0.20053 -2.41373
C 7.59347 -2.37766 0.72616
C -3.18031 -4.66275 4.06496
C -5.92358 3.89090 1.00430
C 5.49898 -1.15000 0.85772
C -6.38181 1.07475 -1.56715
C -1.73257 -2.91968 4.90005
C 5.49451 -3.67328 0.48552
C -2.86780 1.49175 -1.64220
C -1.56235 1.69599 -4.11238
C -6.43547 2.96849 -0.07291
O -2.63018 2.21165 3.10304
C -8.32952 2.52309 -1.54046
C 7.14966 -1.08362 -2.72216
N 3.08635 -0.49830 -2.82879
C -0.83885 1.78729 -5.42579
Cl -4.03447 -5.48371 2.78801
H -2.69128 4.07929 -0.58090
C 4.91303 -1.77892 -3.03145
N -1.72841 2.13575 0.95460
H 10.26259 -1.53340 -0.06234
H 4.85262 1.27389 2.08798
H -1.43589 -1.48425 -1.58259
H 5.72335 -4.37348 1.29398
Cs -1.37723 -0.71027 1.86514
C -3.15052 4.00383 -1.56917
H 6.31878 2.12062 1.51441
H -10.42094 2.07471 -1.85977
C 2.23880 0.60570 -2.42446
H 8.20567 0.88230 1.25975
N 3.77165 -2.51025 -3.30138
C -3.30992 -5.16965 5.35631
C -2.68039 -4.57897 6.41453
C 6.26576 0.01465 1.07278
C 5.59100 1.33783 1.28648
H -3.92749 -6.04526 5.50706
H -4.23341 4.03115 -1.43313
H -1.35707 1.22859 -6.20885
C -2.70179 2.74166 -2.24631
H -0.17710 2.32556 3.76852
Te -3.74977 1.42111 0.28488
C 8.34987 -1.22774 0.91344
H 10.26665 -0.29103 1.18308
H -8.11720 0.78865 -2.78015
C 6.25993 -2.09871 -3.03653
Se 3.60362 -1.05813 0.79906
C -2.35844 0.33671 -2.25645
C -1.71977 0.46621 -3.48786
C -2.06015 2.82301 -3.47919
C -0.33345 2.77367 2.78774
H 0.48685 2.51525 2.11873
Se 0.94940 -2.28572 -3.52177
C -0.43535 -1.66300 6.96666
H 1.20688 0.34032 -2.64112
H -8.23102 4.14074 -0.15577
C 7.65351 -0.03956 1.09312
C -5.72644 -0.14812 -2.13728
C 5.35998 0.52311 -2.41011
H -9.69682 3.05308 -3.12674
C -1.19311 -2.76122 7.25433
H -5.26070 -0.74976 -1.35414
H -1.29938 -0.41830 -3.95306
C -1.72063 2.36449 2.25125
H 5.01378 1.62632 0.40425
C 6.20494 -2.36033 0.69746
C 4.46917 -0.48973 -2.72542
H 10.24408 -1.99330 1.63226
C 9.85154 -1.26527 0.91651
H -4.93143 0.10988 -2.84026
C -1.87192 -3.43096 6.21418
H 3.68389 -3.49104 -3.50097
H 4.41822 -3.52932 0.44428
H -6.62581 3.91686 1.84076
C 2.67229 -1.73238 -3.17325
H -0.31511 3.86108 2.89875
H -2.99417 -1.72241 -2.35328
H -2.95627 -1.08923 -0.73360
H 0.26972 -0.37754 5.38721
H 0.16352 1.35964 -5.34911
H 2.51699 1.49860 -2.98596
H 8.09612 -3.33335 0.59097
H 5.01794 1.51235 -2.14225
C -7.64755 1.41535 -2.02687
H 6.60274 -3.10095 -3.25587
C -2.41656 -3.52538 3.73661
H 0.09821 -1.12249 7.73701
H -2.86132 4.87641 -2.15941
H -6.45572 -0.76992 -2.65858
*
```

Atom charges from the Mulliken analysis, given in e for atoms 1 to 5: atom 1 (H): 0.236, atom 2 (C): -0.378, atom 3 (C): -0.667, atom 4 (O): -0.798, atom 5 (H): 0.335

***

No. 2
Molecular formula: C46H48N13PbSb2Se
Method: DFT, ωB97M-V with the def2-TZVPD basis set

Energy relative to the best compared isomer or geometry (same formula, charge and spin) (kcal per mole): 3.8
HOMO level (eV): -8.845
Frontier orbital gap (eV): 6.07

```
! RIJCOSX wB97M-V def2-TZVPD def2/J DEFGRID3
* xyz 1 1
H -0.42669 -2.98699 -4.41764
H -0.66238 -1.30210 -3.86977
C -2.95082 -4.31833 0.13557
C 3.83115 -1.93023 2.29940
C 4.91147 2.16199 -0.36720
C -3.00341 2.90662 0.84524
H -5.14494 0.20928 -4.14102
H 1.97107 6.66801 4.75298
H -5.37127 -4.37518 -2.91620
H 6.61025 -0.01793 -2.08734
H -1.91968 -2.51196 -3.56495
H 1.51638 -4.47948 -3.31272
N 1.70054 1.42455 1.38438
N -1.41656 1.54189 1.69696
H 0.26649 6.76934 4.30617
H -4.73409 -4.11098 1.30377
H -2.84555 -1.79674 -1.12202
H 2.43039 -4.17303 -1.81299
C 1.18848 4.87052 3.86438
H -3.23372 0.69101 1.11394
H 0.75184 5.86345 5.73802
N -0.96520 2.81638 1.67293
H 2.41215 -2.95072 -3.09760
C -3.34177 -4.52423 -2.23725
C 3.63616 0.01766 0.78959
H -3.93428 3.25079 0.42334
C 0.12873 4.34261 3.15495
H 5.40826 0.51241 -5.14482
N -2.15928 0.05478 -1.70750
C -3.49607 2.34143 -4.29931
H -0.84942 4.80062 3.25478
H 2.07615 0.74422 -6.29959
N 1.92556 -1.70770 1.15886
C -2.52043 3.40057 -4.22160
C -2.44148 -4.51131 -1.16507
H -2.95300 -4.69181 -3.23691
C 2.65828 0.10386 -2.63007
C -1.89740 3.65686 1.16649
C 1.03509 6.11010 4.71070
H -4.83195 -1.76775 -2.60055
H -3.88842 -0.99286 3.31210
H 3.46768 2.52985 2.98480
C 0.24911 3.21658 2.33694
C 4.83829 -0.15268 0.10564
C -3.83789 -1.90828 2.71868
H 3.29437 3.33181 0.37283
C 0.53007 3.09495 -1.39572
C -3.03281 -0.93876 -1.76793
H 5.25452 -1.15441 0.04493
H -1.37908 -3.61601 4.31719
N 4.49675 0.56346 -5.56331
C 0.52179 4.22320 -2.21122
H 1.29618 2.96312 -0.63839
H -4.51771 -1.81943 1.86980
H 1.03446 -3.50121 1.76647
Pb 0.14313 0.02504 0.19586
C -4.33637 -4.19783 0.29748
C -4.14282 -0.93348 -2.61038
Se -4.10841 4.01282 -6.02453
H 1.38654 0.45968 -4.74453
H 1.28742 4.98019 -2.09769
C 1.81941 -3.71803 -2.59463
Sb 0.07082 -2.81142 -1.73090
C 1.47808 2.53965 2.19824
N -4.42579 2.47726 -5.20476
H -1.09687 -4.66563 1.21256
C 1.89165 -2.84636 1.84463
C 6.77370 0.68642 -1.26670
N -2.66873 4.38570 -5.06453
N -0.37476 2.13062 -1.47100
N 3.62448 0.24484 -3.49144
H -4.13531 -2.75566 3.33697
H -1.46253 -1.87536 4.68990
C -4.31613 0.14469 -3.44644
C -0.84100 -2.35444 -3.63099
H 3.31234 -3.86169 3.23253
H 7.55412 0.26736 -0.62813
C 2.39369 4.17871 3.78296
C -1.43585 3.32967 -3.24506
C 2.99402 1.26541 0.86745
C -3.39074 1.18927 -3.41014
N 3.12406 -1.15549 1.44666
C -0.48214 4.34329 -3.14245
C 3.06931 -3.03974 2.57900
C 3.70942 2.33405 0.29291
H -6.27750 -4.10769 -0.61100
C -1.34943 2.22411 -2.39345
C 5.49451 0.90483 -0.49874
H 3.24617 4.51859 4.36281
N 1.82793 -0.04339 -1.82821
H -0.45658 -5.25595 -0.68450
H -1.70243 4.71241 1.05684
H 0.02465 -2.55947 4.01476
H 4.81168 -1.63161 2.63571
H 4.41670 0.78274 -6.53847
C -1.06352 -2.62166 4.00130
C -2.08799 -4.23794 1.36591
H -0.55879 5.19909 -3.80183
Sb -1.81410 -2.16790 2.03915
C -5.21082 -4.20363 -0.77703
C 2.52001 3.05196 2.99972
C -2.64954 1.59645 1.19895
H -2.55791 -4.74910 2.20741
C 3.42464 0.46462 -4.76418
C -4.70592 -4.35720 -2.06134
N 2.20287 0.59693 -5.31534
H -0.86266 -5.25538 -2.40576
C -0.98366 -4.71081 -1.46929
C -2.33189 1.11978 -2.49968
H 7.14696 1.62188 -1.68433
H 5.40430 3.02661 -0.80256
*
```

Atom charges from the Mulliken analysis, given in e for atoms 1 to 5: atom 1 (H): 0.587, atom 2 (H): -0.032, atom 3 (C): 0.712, atom 4 (C): -0.168, atom 5 (C): -1.295

***

No. 3
Molecular formula: C46H49BN12O3Si2W
Method: DFT, ωB97M-V with the def2-TZVPD basis set

Energy relative to the best compared isomer or geometry (same formula, charge and spin) (kcal per mole): 0.0
HOMO level (alpha / beta) (eV): -12.271 / -12.352
Frontier orbital gap (alpha / beta) (eV): 7.06 / 6.27

```
! RIJCOSX wB97M-V def2-TZVPD def2/J DEFGRID3
* xyz 2 3
C 4.69868 -0.23137 -0.63262
C -5.86344 3.01139 3.66138
C 2.67872 3.50489 -1.07383
C -5.73896 -2.96140 3.18305
C -4.40224 3.00767 -0.39283
C -4.30005 -4.42851 0.01521
C 2.62820 -3.07969 2.11319
H -6.45630 -3.97138 4.92840
H 5.24219 0.19912 -3.96345
H 1.04972 -2.17621 -0.06836
N 2.63708 5.65653 -2.15775
C 0.28109 -1.44325 -3.02563
N -6.17504 0.19202 4.82156
H -0.36439 -3.14800 1.65987
B 2.95598 -1.52950 -1.03530
H 7.47206 1.63087 -0.57802
C 6.44429 1.00010 -2.34190
H 4.52034 -4.71485 -1.09743
C -1.04808 2.27108 0.11118
H 1.70153 -2.52484 2.27171
H 1.39330 -5.81626 -0.57250
C -1.21388 -3.15283 0.99718
N 3.98320 5.53400 -0.38282
C -0.41917 -4.32146 -2.29647
C 6.62208 1.08546 -0.96510
H 1.76770 -3.99509 -4.63105
C 1.86268 2.95270 -2.07497
C 5.74648 0.46842 -0.07615
C 1.72095 -5.48726 0.41433
H -6.21673 2.98674 4.68354
H -1.37803 -3.81235 -2.38102
H 2.37149 -6.26954 0.81455
H -3.10244 -2.17308 -1.35909
H 7.14976 1.48079 -3.00549
H -0.08192 2.55169 0.49120
H 3.56457 10.14689 -2.66745
O 3.70725 -0.96232 -0.01028
H 0.84984 -5.43993 1.07114
C 5.38668 0.28388 -2.89483
H 2.71172 -3.82435 2.90757
N -1.37448 1.04249 -0.40448
C 3.69089 9.19338 -2.17308
C -2.59175 -2.62076 -0.52214
C 1.31448 1.71273 -1.89484
H -4.99192 -2.21892 1.32363
H -4.89098 -3.95182 -0.76581
C -5.66159 4.20983 2.99755
H 2.34748 8.13345 -3.48186
N -3.06662 2.40852 -0.39763
H 4.95848 -4.79693 0.60425
H 5.03739 -3.25668 -0.24272
C 4.55106 9.12113 -1.05929
N -2.04908 3.10424 0.12554
H 2.71611 -4.70829 -3.33413
C 2.94579 2.69572 0.03693
H -4.09941 -5.45888 -0.27257
H 4.50392 5.14225 0.38121
H -3.29581 0.42174 -1.14096
O -5.62423 -0.58471 2.85511
C 3.19363 6.88469 -1.94120
C 4.75412 7.94681 -0.37012
C 2.33376 1.46960 0.15011
C 1.82370 -2.58816 -0.78817
Si 1.03339 -3.11646 -2.44734
C -5.89040 -1.61058 3.70012
H 3.45292 -2.37771 2.23531
H -4.97174 0.90165 1.16922
H 5.42179 7.89792 0.48022
N -1.43621 -2.22803 0.00997
C 4.05603 6.83051 -0.82240
C -5.22884 -3.10637 1.89891
Si 2.69406 -3.87725 0.40041
W 0.09462 -0.63374 -0.37501
C -2.66665 1.17323 -0.69510
C 2.26837 -3.77554 -3.68549
C -5.20544 4.22891 1.68478
N -2.15371 -4.04816 1.07895
H 5.06052 10.01842 -0.73498
C 0.11185 -0.30459 1.59654
H 2.49645 0.86174 1.02899
H -5.05745 5.17469 1.17804
C -5.33231 -5.48589 2.09557
H 3.60856 3.03113 0.82252
C 3.00863 8.09166 -2.62698
N 1.49551 0.96672 -0.77833
C -5.82241 0.51608 3.62052
H 1.66285 3.53776 -2.96076
H -5.04340 2.43912 -1.06396
H 5.89085 0.51852 0.99499
H -4.29755 4.02203 -0.77071
C 4.53169 -0.32963 -2.00848
C -4.95144 3.03693 1.02082
H -5.16364 -6.47383 1.68466
H 0.02895 -0.04941 3.74265
H 0.67830 1.29529 -2.66438
H -5.86365 5.14532 3.50101
H -0.36701 -5.02892 -3.12713
H -0.43172 -1.54636 -3.84382
C -5.15538 1.83831 1.68179
H 1.08294 -0.78422 -3.36163
H 3.07124 -3.06689 -3.88395
H -0.41764 -4.90718 -1.37572
C -5.87483 -5.34554 3.36842
C 3.12053 4.87222 -1.22203
H -0.29868 -0.93077 -2.21734
H -6.14047 -6.22834 3.93384
C -6.06507 -4.09294 3.92730
O 3.43723 -1.13333 -2.26890
C -5.00116 -4.36012 1.35829
C -5.61198 1.81380 2.99716
N -6.21887 -1.17729 4.87294
C 4.46346 -4.17889 -0.14786
N 0.00478 -0.10513 2.74283
N -3.01969 -3.71104 0.10944
*
```

Atom charges from the Mulliken analysis, given in e for atoms 1 to 5: atom 1 (C): 0.369, atom 2 (C): -0.880, atom 3 (C): 0.805, atom 4 (C): -0.072, atom 5 (C): -1.091

***

No. 4
Molecular formula: C46H49CrN10P2S3
Method: DFT, ωB97M-V with the def2-TZVPD basis set

Energy relative to the best compared isomer or geometry (same formula, charge and spin) (kcal per mole): 79.6
HOMO level (alpha / beta) (eV): -11.962 / -11.962
Frontier orbital gap (alpha / beta) (eV): 4.94 / 6.07

```
! RIJCOSX wB97M-V def2-TZVPD def2/J DEFGRID3
* xyz 2 2
H 3.67600 4.71671 -0.00085
H -0.75090 2.06090 3.12764
H 0.98639 -2.55709 5.67105
C 1.62494 -2.59808 4.80178
H -0.98372 -5.73763 -0.22866
H -1.90683 3.36602 4.86488
C -2.81273 -2.80082 -0.48055
N -0.80152 2.88324 -2.80281
C -5.43596 -3.65921 -0.68624
C 4.54707 -2.18071 -2.54646
C 1.50321 -1.13230 -1.89814
C -0.19564 -3.30313 -3.20814
C 2.75741 -2.24310 -0.30267
S -1.27306 -0.62260 2.08988
H 0.85340 0.04838 3.11649
C -2.24579 2.37027 4.63356
H 3.33074 -4.28291 -0.18649
H -1.36037 5.11880 -3.76503
H -4.60347 0.12460 5.53086
N 1.60917 0.72720 3.11924
C 2.22886 -1.34554 -3.22727
H 0.14085 -9.73515 0.27825
C 0.26828 0.73421 -2.59261
N 0.65946 -0.04224 -1.63852
S 1.27727 -7.81235 1.03431
H -3.60795 -1.05648 0.47971
H -4.62762 -5.40995 -1.62687
H 1.38163 -5.94139 -0.46510
N -1.05259 1.56449 -0.84320
C 3.45399 -3.32470 -0.66893
H 1.66283 -5.52576 1.24198
H 4.05595 -0.09573 -2.75494
H -0.19807 -8.36156 -0.79426
H -0.16488 -4.29952 -2.78939
C -3.33920 1.83417 5.29642
H -1.43551 -0.32800 -5.11893
H -6.45893 -3.99146 -0.77962
H -3.40477 -1.21696 3.83072
H 1.09902 4.48740 -1.63743
C -3.10070 -4.02241 -1.08937
H 2.21411 5.85750 -1.63238
S 2.86322 2.87332 2.00951
C -1.53027 3.84748 -2.19748
C 1.87714 -2.50758 2.40694
C 3.58225 -1.04167 -2.49221
C -1.32921 -1.16631 -3.12987
C 0.41167 0.35680 -4.02705
C 1.01162 -6.06654 0.55200
H -0.92200 -6.15693 1.48326
C -5.15238 -2.43518 -0.10091
C 1.06290 -2.47753 3.54573
C 1.77187 1.51556 2.05087
N 0.00716 -3.13176 0.18736
C 4.46277 -3.22139 -1.71060
C -1.80831 2.57492 -0.34056
H 4.87848 -2.88610 3.92740
C -3.84043 -2.00722 0.01513
H -2.30498 -4.61374 -1.51584
H -2.35334 1.53513 1.32822
C -0.70072 -0.69494 -4.40289
H 0.05726 -4.04143 2.06800
C -4.40834 -4.45881 -1.16685
H 2.95363 -0.08679 -0.56043
H -2.92942 3.17310 1.21892
N 1.54107 2.18933 -0.05481
C 2.82765 -1.00148 -1.14691
H 0.40271 -1.68561 -6.03928
C 1.80008 5.05415 -1.03088
H 2.25853 -2.41394 -3.45956
C 0.38986 -1.63935 -4.95002
C 0.35428 -3.02929 -4.39291
H 0.99671 -2.05846 -1.60229
H -2.27959 5.71116 -2.40213
H -2.00749 -0.46754 -2.64492
C -3.10032 -0.20636 4.05704
C -0.93952 -2.27678 -2.48105
C -0.51289 -4.12597 1.14146
H 2.21186 -0.33848 -5.15223
N -1.74335 4.98419 -2.84602
H -3.86315 2.42268 6.03221
C 1.50913 -0.68374 -4.39481
C -3.75650 0.54470 5.01188
C -0.42670 -5.58551 0.69539
C -0.57373 1.80666 -2.09293
H 1.26505 5.48918 -0.18964
H 2.00439 0.99302 4.00504
C 2.93067 4.14034 -0.54905
C 2.39818 3.06187 0.31611
N -2.03645 3.71373 -0.97207
N -2.34235 2.43367 0.87381
P -1.15748 -2.09015 -0.64915
C 2.99433 -2.75671 4.94914
H -5.95293 -1.80304 0.25162
H 5.29752 -2.14561 -3.31972
H -1.01409 -8.49183 0.79436
H -1.55733 -3.89217 1.37335
H 3.42649 -2.86204 5.93026
C -1.58887 1.63640 3.66344
H -0.00799 -2.35018 3.46041
N 1.16542 1.31858 0.89486
C -2.03311 0.35351 3.36086
H 0.79687 -3.80567 -5.00004
C 3.80955 -2.77505 3.82913
H 0.39304 1.24007 -4.66057
C 3.25762 -2.63567 2.56995
C -0.10013 -8.67743 0.23837
P 1.25742 -2.01670 0.76842
Cr -0.09702 -0.06250 0.12976
H 5.15654 -4.04401 -1.79726
H 3.41146 3.68277 -1.41771
H 3.90476 -2.62676 1.70790
*
```

Atom charges from the Mulliken analysis, given in e for atoms 1 to 5: atom 1 (H): 0.425, atom 2 (H): 0.385, atom 3 (H): 0.512, atom 4 (C): -1.013, atom 5 (H): 0.156